C6H11O | the ωB97M-V functional and the def2-TZVPD basis

The geometry in XYZ format:
```
18
Properties=species:S:1:pos:R:3:nbo_charge:R:1
O 4.0263 -0.1208 0.2937 -0.89
C 0.3794 0.3187 -0.4557 -0.45
C -2.1585 0.3450 -0.5639 -0.03
C -1.0110 -0.0367 0.0400 -0.46
C -3.4115 0.0529 0.2171 -0.71
C 2.9329 0.2579 -0.3664 0.01
C 1.5850 -0.2544 0.2663 -0.45
H -3.4338 -1.0039 0.4954 0.19
H 1.5796 -1.3677 0.1999 0.21
H 0.4499 0.0529 -1.5187 0.20
H 2.8647 1.3863 -0.4540 0.09
H -4.3364 0.2795 -0.3192 0.20
H 2.9382 -0.0801 -1.4503 0.07
H -0.0299 -1.5443 0.4717 0.17
H 0.4291 1.4211 -0.4332 0.21
H 1.5889 0.0544 1.3244 0.20
H -3.3930 0.6443 1.1318 0.22
H -1.0001 -0.4049 1.1212 0.22
```

- net charge = -1
- energy (a.u.) = -310.183164
- energy relative to the best compared isomer or geometry (same formula, charge and spin) (kJ/mol) = 613.37
- orbital gap (eV) = 4.651

C6H11O | the ωB97M-V functional and the def2-TZVPD basis

The geometry in XYZ format:
```
18
Properties=species:S:1:pos:R:3:nbo_charge:R:1
O 1.5408 -0.0551 -0.6782 -0.28
C -1.9362 0.7476 -0.5665 -0.66
C -0.9311 0.3772 0.5084 -0.05
C -0.4412 -1.0942 0.4914 -0.48
C 1.0112 1.1227 -0.0829 0.00
C 2.1030 0.4165 0.6153 -0.12
C 0.6822 -1.1692 -0.6980 -0.04
H 1.2538 -1.9982 -0.5376 0.22
H 0.0164 -1.4688 1.3322 0.23
H -1.3808 -1.6238 0.3542 0.27
H -1.2240 0.9722 1.3630 0.24
H 1.9155 -0.2171 1.5585 0.24
H 3.2025 0.7176 0.5810 0.26
H 0.8819 2.1243 -0.3525 0.25
H -1.9105 0.2613 -1.4885 0.22
H -2.7881 0.2415 -0.0439 0.24
H -2.2070 1.7329 -0.7445 0.25
H 0.2116 -1.0874 -1.6113 0.22
```

- net charge = +1
- energy (a.u.) = -309.997213
- energy relative to the best compared isomer or geometry (same formula, charge and spin) (kJ/mol) = 388.06
- orbital gap (eV) = 11.077

C6H11O2S | the ωB97M-V functional and the def2-TZVPD basis

The geometry in XYZ format:
```
20
Properties=species:S:1:pos:R:3:nbo_charge:R:1
S -1.5937 -0.3283 -0.6793 1.44
O -1.6950 -1.6001 0.7078 -0.78
O -2.3782 0.7766 -0.0494 -1.00
C 0.8056 -2.0430 -1.8304 -0.56
C -1.4466 -1.0530 1.9386 -0.26
C 1.1293 1.7651 0.7963 -0.62
C 0.9019 -0.7484 -1.4974 -0.14
C -0.0099 0.1491 -0.8306 -0.65
C 0.4414 1.5200 -0.6722 -0.37
H -2.0161 -0.0742 2.0326 0.17
H 0.8954 2.8040 1.0066 0.19
H 2.2107 1.4882 0.6780 0.18
H 1.8124 -0.2538 -2.0943 0.16
H 1.5690 -2.3485 -2.4393 0.17
H 0.7959 1.2585 1.6608 0.20
H -1.8773 -1.6273 2.8192 0.14
H -0.4529 -0.8684 2.1211 0.15
H 0.0772 -2.7921 -1.4602 0.20
H 1.2669 1.7970 -1.4097 0.18
H -0.4359 2.1787 -0.7984 0.21
```

- net charge = -1
- energy (a.u.) = -783.798797
- energy relative to the best compared isomer or geometry (same formula, charge and spin) (kJ/mol) = 382.54
- orbital gap (eV) = 6.575

C6H11O4P | the ωB97M-V functional and the def2-TZVPD basis

The geometry in XYZ format:
```
22
Properties=species:S:1:pos:R:3:nbo_charge:R:1
P -0.7243 0.8060 -0.4068 1.84
O -1.2653 0.1830 -1.6881 -1.17
O -1.2099 2.2860 -0.3406 -1.18
O 3.3852 -0.3984 1.2984 -0.80
O 3.2235 -1.3961 -0.7063 -0.82
C -2.8244 0.2060 1.1999 -0.66
C -1.3646 -0.2500 1.1143 -0.53
C -1.1212 -1.7027 0.8021 -0.62
C 2.0061 0.8979 -1.8826 -0.66
C 2.9218 -0.4580 0.1286 0.66
C 2.2346 0.6907 -0.4564 -0.26
H -1.7836 -2.0049 -0.0628 0.21
H -3.2851 -0.0615 2.0634 0.17
H -0.9434 -0.1834 2.1284 0.20
H 2.8761 1.2238 -2.5132 0.15
H 1.7950 0.0229 -2.4469 0.23
H -3.4671 -0.2777 0.3951 0.19
H -1.3988 -2.2057 1.7364 0.16
H 1.3005 1.6563 -2.0181 0.21
H 2.4373 1.5836 0.1202 0.17
H -2.7719 1.3516 0.8543 0.27
H -0.0206 -1.9697 0.6808 0.24
```

- net charge = -2
- energy (a.u.) = -877.482504
- energy relative to the best compared isomer or geometry (same formula, charge and spin) (kJ/mol) = 241.60
- orbital gap (spin up / spin down) (eV) = 6.397 / 5.873

C6H11P | the ωB97M-V functional and the def2-TZVPD basis

The geometry in XYZ format:
```
18
Properties=species:S:1:pos:R:3:nbo_charge:R:1
P -1.4649 -0.1274 -0.1599 1.16
C -2.5787 -1.1349 0.6893 -0.90
C -2.1890 1.6000 -0.3563 -0.94
C 1.2822 -0.1883 0.0392 -0.01
C 0.0694 0.0782 0.5224 -0.53
C 1.7431 -0.6961 -1.2629 -0.66
C 2.4084 0.0378 1.0629 -0.65
H 1.7215 0.0832 -2.0438 0.23
H 2.8038 -1.1490 -1.1425 0.21
H -1.3531 2.2792 -0.3120 0.25
H -2.9234 1.7423 -1.2335 0.24
H -2.9313 1.7283 0.4015 0.24
H -1.9674 -1.9880 0.8934 0.21
H -3.6226 -1.2316 0.6228 0.23
H 3.2506 -0.7036 1.0652 0.22
H 1.1329 -1.5186 -1.6632 0.23
H 2.7160 1.1336 0.7673 0.22
H 1.9024 0.0549 2.1102 0.23
```

- structure (SMILES) = C=P(C)=C=C(C)C
- energy (a.u.) = -576.388205
- energy relative to the best compared isomer or geometry (same formula, charge and spin) (kJ/mol) = 339.76
- orbital gap (spin up / spin down) (eV) = 7.204 / 7.163

C6H11P | the ωB97M-V functional and the def2-TZVPD basis

The geometry in XYZ format:
```
18
Properties=species:S:1:pos:R:3:nbo_charge:R:1
P 0.6814 -1.2411 -0.5151 0.40
C 0.7030 1.7241 -3.2518 -0.52
C -0.1187 2.4672 -0.7954 -0.72
C 0.2781 1.8956 -2.0614 0.15
C 0.0115 -1.5575 1.0047 -0.42
C -0.6196 -0.5551 1.8891 -0.67
C 0.0118 -3.0131 1.5562 -0.67
H -1.2488 -1.1663 2.6635 0.22
H -1.0191 3.1011 -0.9875 0.23
H 0.8712 -3.5683 1.0014 0.22
H -1.1589 0.2372 1.3974 0.23
H -0.9674 -3.5809 1.3078 0.23
H 0.7438 3.2088 -0.5373 0.24
H 0.3075 -3.0287 2.6110 0.22
H 0.7483 2.5926 -3.9267 0.19
H -0.4265 1.7237 0.0154 0.23
H 0.9114 0.8562 -3.7266 0.21
H 0.2910 -0.0955 2.3555 0.24
```

- energy (a.u.) = -576.346397
- energy relative to the best compared isomer or geometry (same formula, charge and spin) (kJ/mol) = 449.53
- orbital gap (spin up / spin down) (eV) = 6.650 / 8.459

C6H11P | the ωB97M-V functional and the def2-TZVPD basis

The geometry in XYZ format:
```
18
Properties=species:S:1:pos:R:3:lowdin_spin:R:1
P -0.7089 1.1314 -1.1234 0.12
C 2.2633 -0.5531 0.8916 0.29
C 0.8032 -2.0458 -0.6150 -0.01
C 0.3154 1.6496 0.3236 0.06
C -2.4626 1.1689 -0.4701 0.13
C 1.1532 -0.7917 0.1257 0.04
C 0.1077 0.2093 0.0188 0.49
H -0.2753 -2.0867 -0.6811 0.00
H -3.1241 0.8364 -1.4279 0.01
H 3.0600 -1.2791 1.0795 0.02
H -1.6650 -0.5719 1.3366 0.70
H -0.2823 2.2347 1.0195 0.02
H -2.7400 2.1423 -0.1029 0.00
H -2.4867 0.2592 0.2494 0.09
H 1.4095 -2.9783 -0.3910 0.00
H 1.1949 2.0988 0.1463 0.01
H 2.3227 0.4307 1.3191 0.02
H 1.1150 -1.8548 -1.6986 -0.01
```

- energy (a.u.) = -576.305584
- 2S+1 = 3
- energy relative to the best compared isomer or geometry (same formula, charge and spin) (kJ/mol) = 182.50
- orbital gap (spin up / spin down) (eV) = 8.485 / 7.185

C6H12 | the ωB97M-V functional and the def2-TZVPD basis

The geometry in XYZ format:
```
18
Properties=species:S:1:pos:R:3:nbo_charge:R:1
C 2.8192 0.6475 -0.2707 -0.60
C -3.0634 0.5434 0.0210 -0.61
C -0.5138 -0.1788 0.2018 -0.21
C 0.7207 -0.6786 -0.2644 -0.17
C -1.9059 -0.5376 -0.1649 -0.45
C 1.9902 -0.4128 0.4814 -0.44
H -2.0713 -0.8481 -1.2412 0.21
H -2.8903 1.4820 -0.6283 0.21
H 1.0278 -1.3814 -1.2337 0.20
H 2.5144 1.6949 -0.2086 0.21
H -3.0007 0.7513 1.1049 0.20
H 1.8887 -0.0419 1.4524 0.21
H 2.5688 -1.3928 0.3883 0.20
H 2.6893 0.5175 -1.3224 0.21
H 3.8571 0.6132 0.1417 0.21
H -0.3749 0.4226 1.1478 0.19
H -2.1099 -1.3714 0.5667 0.22
H -4.1460 0.1710 -0.1718 0.22
```

- structure (SMILES) = CC/C=C/CC
- energy (a.u.) = -235.728697
- energy relative to the best compared isomer or geometry (same formula, charge and spin) (kJ/mol) = 235.05
- orbital gap (eV) = 9.984

C6H12 | the ωB97M-V functional and the def2-TZVPD basis

The geometry in XYZ format:
```
18
Properties=species:S:1:pos:R:3:nbo_charge:R:1
C 1.0769 -0.2028 1.0789 -0.39
C -0.1889 0.4364 1.6449 -0.60
C 1.4760 0.3867 -0.2864 -0.44
C -0.4508 0.7924 -1.8500 -0.39
C 0.5144 0.0036 -1.3787 -0.18
C -2.4263 -0.8714 -0.0838 -0.20
H 0.6124 -1.0115 -1.7710 0.19
H -2.1341 -1.4922 0.7958 0.08
H -0.0265 1.5011 1.8524 0.21
H 0.9426 -1.2897 0.9830 0.20
H -0.5073 -0.0453 2.5759 0.21
H 1.9047 -0.0540 1.7842 0.21
H 2.4873 0.0469 -0.5476 0.21
H 1.5176 1.4811 -0.2025 0.20
H -1.1427 0.4644 -2.6216 0.20
H -1.0340 0.3861 0.9397 0.21
H -1.9096 -1.4027 -0.9117 0.08
H -0.5818 1.8086 -1.4816 0.20
```

- energy (a.u.) = -235.611137
- energy relative to the best compared isomer or geometry (same formula, charge and spin) (kJ/mol) = 543.71
- orbital gap (spin up / spin down) (eV) = 8.630 / 8.730

C6H12 | the ωB97M-V functional and the def2-TZVPD basis

The geometry in XYZ format:
```
18
Properties=species:S:1:pos:R:3:nbo_charge:R:1
C 1.2676 -1.1147 -0.3559 -0.43
C 0.1306 1.8283 1.1327 -0.60
C 0.2825 -2.2221 -0.1062 -0.42
C -0.5050 1.4699 -0.2111 -0.40
C -1.1128 0.0555 -0.2545 -0.40
C -0.1540 -0.9792 -0.8267 -0.22
H -1.2671 2.2201 -0.4513 0.20
H 0.6087 2.8130 1.0941 0.21
H -0.0399 -2.3532 0.9250 0.21
H -0.2626 -1.1089 -1.9035 0.21
H 0.8966 1.1036 1.4256 0.20
H 1.5836 -0.5408 0.5101 0.21
H 2.0434 -1.2344 -1.1069 0.21
H -2.0122 0.0610 -0.8834 0.21
H -1.4561 -0.2377 0.7480 0.20
H 0.2544 1.5393 -1.0002 0.20
H 0.3626 -3.1486 -0.6672 0.21
H -0.6204 1.8489 1.9315 0.20
```

- structure (SMILES) = CCCC1CC1
- energy (a.u.) = -235.773893
- energy relative to the best compared isomer or geometry (same formula, charge and spin) (kJ/mol) = 116.39
- orbital gap (eV) = 11.442